Record 1
Computed, not measured: a structure of composition C17H35N2O9S2, with ωB97M-V with the def2-TZVPD basis set.

Cartesian coordinates (Å):
C: 2.48180 0.69389 3.00858
C: 3.18356 1.39780 1.87778
C: 3.21760 0.66094 0.56278
N: 3.76902 2.53205 2.03015
S: 2.83060 3.89690 1.89435
O: 2.80219 4.56882 3.16424
O: 3.32143 4.66615 0.78553
N: 1.45301 3.10915 1.54079
S: 0.14745 3.96106 1.26168
O: -0.47678 3.53195 0.03583
O: 0.24600 5.37608 1.46244
O: -0.76102 3.36789 2.45039
C: -2.17652 3.48194 2.26649
C: -2.81066 2.09335 2.37956
C: -2.89678 1.68316 3.85594
C: -2.07184 1.08949 1.47782
C: -2.73370 1.02462 0.07396
C: -1.97620 -0.33356 2.05503
H: 3.14678 -0.02539 3.48381
H: 1.62640 0.15121 2.60887
H: 2.11156 1.43117 3.71209
H: 4.02892 -0.06633 0.53595
H: 3.32863 1.38106 -0.24086
H: 2.26215 0.15716 0.43822
H: -2.42488 3.98026 1.33491
H: -2.54168 4.11126 3.07784
H: -3.83536 2.18471 2.01525
H: -1.95995 1.27158 4.22207
H: -3.67737 0.94599 4.03144
H: -3.12937 2.54158 4.48404
H: -1.04604 1.40012 1.31184
H: -1.97557 1.16399 -0.69275
H: -3.17559 0.04376 -0.09092
H: -3.51127 1.77403 -0.04072
H: -1.72906 -1.02568 1.25113
H: -1.17639 -0.42541 2.78658
H: -2.91665 -0.66762 2.48703
O: -5.29601 -1.69961 -2.97403
C: -4.36146 -1.36079 -3.64349
O: -3.70821 -0.23043 -3.32916
C: -2.48330 0.17341 -3.94444
C: -2.71674 0.92380 -5.23907
C: -3.94469 -2.13729 -4.87411
H: -1.81907 -0.68232 -4.07582
H: -2.01296 0.82909 -3.21453
H: -3.20371 0.29753 -5.98774
H: -1.76918 1.27502 -5.64772
H: -3.35936 1.78518 -5.05984
H: -4.56001 -1.81165 -5.71170
H: -4.13909 -3.19023 -4.68836
H: -2.89592 -2.02871 -5.13951
O: 1.58577 -4.52290 1.03262
C: 2.64807 -4.55103 0.48223
O: 3.46977 -3.49020 0.59415
C: 4.81935 -3.49489 0.13026
C: 4.90780 -3.13740 -1.33950
C: 3.06026 -5.71813 -0.38943
H: 5.30324 -4.44694 0.35524
H: 5.32771 -2.73490 0.72087
H: 4.39390 -3.86918 -1.96342
H: 5.94982 -3.08624 -1.65653
H: 4.44093 -2.16857 -1.51492
H: 2.64014 -5.57049 -1.38327
H: 2.63357 -6.62190 0.03715
H: 4.13494 -5.85932 -0.47508

Results
Highest occupied orbital energy in eV: -4.85
Charge: -1
E_LUMO in eV: 2.057
Max |F| in hartree/bohr: 0.023
Relative energy (zero: lowest compared OMol25 entry of this formula, charge and spin) in kJ/mol: 21.9

Here are the Mulliken charges for atoms 1 to 6, given in e: C -1.102; C 0.939; C -1.056; N -0.569; S 1.056; O -0.657


Record 2
Computed, not measured: an isolated molecule of C20H21N3O2S, with ωB97M-V with the def2-TZVPD basis set.

Cartesian coordinates (Å):
C: -5.11158 0.95253 2.40659
H: -5.70663 1.42601 3.18259
H: -5.28286 1.47198 1.46773
H: -5.44338 -0.07791 2.30392
C: -3.62783 0.98966 2.75167
H: -3.46826 0.59902 3.75812
H: -3.08548 0.34772 2.05289
C: -3.01660 2.40483 2.66198
C: -3.67958 3.36458 3.65421
H: -3.62498 2.96545 4.66307
H: -3.18303 4.33188 3.62738
H: -4.71899 3.51169 3.37945
C: -1.50751 2.30225 2.97543
C: -0.81243 1.61092 1.85530
N: 0.04140 0.63181 2.09959
C: 0.62538 0.05443 1.05590
C: 0.37359 0.41557 -0.27663
C: -0.54641 1.43492 -0.51735
C: -1.14305 2.04908 0.56571
C: -2.15736 3.14830 0.50423
O: -3.26283 2.91004 1.34566
H: -1.66981 4.10104 0.77915
H: -2.57289 3.25354 -0.50079
H: -0.76297 1.71925 -1.53616
C: 1.06671 -0.27134 -1.37059
O: 0.91707 -0.01673 -2.54337
N: 1.95164 -1.26842 -0.95798
C: 2.18704 -1.63393 0.33840
S: 3.21610 -2.84526 0.75587
N: 1.51598 -0.94975 1.30804
H: 1.68668 -1.21553 2.26981
C: 2.66709 -1.96217 -1.99178
C: 3.99769 -1.65876 -2.22915
C: 4.67648 -2.32362 -3.23151
C: 4.04100 -3.28520 -4.00896
C: 2.70418 -3.56762 -3.76002
C: 2.01397 -2.91245 -2.75704
H: 0.97478 -3.13450 -2.56708
H: 2.19446 -4.31020 -4.35614
C: 4.79421 -4.01596 -5.07712
H: 4.11724 -4.41306 -5.82921
H: 5.51569 -3.36057 -5.55956
H: 5.34092 -4.85069 -4.63757
H: 5.71532 -2.09112 -3.41410
H: 4.49502 -0.91344 -1.62669
H: -1.34940 1.77066 3.91180
H: -1.09578 3.31107 3.07429

Results
Highest occupied orbital energy in eV: -8.32
SMILES: CC[C@@]1(C)Cc2nc3[nH]c(=S)n(-c4ccc(C)cc4)c(=O)c3cc2CO1
E_LUMO in eV: -0.068
Max |F| in hartree/bohr: 0.018
Relative energy (zero: lowest compared OMol25 entry of this formula, charge and spin) in kJ/mol: 48.7

Here are the Mulliken charges for atoms 1 to 6, given in e: C -1.365; H 0.305; H 0.325; H 0.420; C -0.460; H 0.371


Record 3
Computed, not measured: a cluster of 12 separate species, C24H60O24 in total, with ωB97M-V with the def2-TZVPD basis set.

Cartesian coordinates (Å):
C: 2.96741 1.62213 2.43743
O: 3.08251 1.18890 1.09495
C: 3.11616 2.19483 0.31078
O: 2.84288 3.35518 0.57897
O: 3.53565 1.78453 -0.87702
C: 3.99063 2.78494 -1.74916
H: 2.10123 2.27502 2.55081
H: 3.82868 2.16643 2.79860
H: 2.72883 0.76247 3.03992
H: 4.63989 2.25030 -2.45820
H: 4.50655 3.58263 -1.23196
H: 3.11173 3.33688 -2.13285
C: 1.57363 1.55851 6.07209
O: 2.37848 0.50789 6.67198
C: 1.89551 -0.72322 6.56519
O: 0.91543 -1.05089 5.94336
O: 2.85355 -1.52266 7.02613
C: 2.31240 -2.84733 7.22785
H: 1.90827 2.50057 6.49479
H: 0.58898 1.38654 6.47115
H: 1.70733 1.61560 4.99568
H: 1.98587 -3.18243 6.26551
H: 1.56982 -2.92458 8.05758
H: 3.10928 -3.41280 7.60924
C: -1.60695 2.04137 2.38452
O: -1.93540 1.33324 3.61993
C: -2.18118 0.03471 3.55513
O: -2.26988 -0.50047 2.48814
O: -2.36387 -0.46088 4.78312
C: -2.87418 -1.83162 4.72109
H: -1.07391 2.96896 2.71259
H: -2.58927 2.31237 1.97329
H: -0.97226 1.54969 1.67963
H: -3.53087 -1.79354 5.61138
H: -2.12891 -2.59788 4.75487
H: -3.33960 -1.94845 3.75167
C: -4.64567 -2.72430 0.58319
O: -3.24643 -2.71097 0.18638
C: -2.46333 -3.27259 1.10495
O: -2.82770 -3.78894 2.14006
O: -1.19892 -3.09976 0.77392
C: -0.22134 -3.62378 1.71525
H: -4.97577 -1.68394 0.70044
H: -4.79482 -3.28819 1.47963
H: -5.17222 -3.07533 -0.29878
H: 0.73330 -3.11990 1.43553
H: -0.07794 -4.70311 1.59201
H: -0.49135 -3.33372 2.76613
C: 2.84434 6.43246 -3.72591
O: 3.56207 5.18312 -3.82485
C: 4.49420 5.20184 -4.75302
O: 4.63438 6.13200 -5.55620
O: 5.17077 4.03558 -4.71956
C: 6.38135 4.14384 -5.52655
H: 2.12000 6.65738 -4.48961
H: 3.57645 7.21715 -3.84307
H: 2.38136 6.47530 -2.77850
H: 7.08508 3.50703 -5.06322
H: 6.76986 5.17460 -5.59234
H: 6.12950 3.69249 -6.50781
C: -3.71446 -6.61030 -0.59955
O: -2.36053 -6.23129 -0.55816
C: -2.02795 -5.49745 -1.65014
O: -2.81507 -5.16008 -2.51670
O: -0.81598 -5.01976 -1.54945
C: -0.50745 -3.96703 -2.47880
H: -4.01201 -7.12316 -1.52166
H: -4.22042 -5.65958 -0.55271
H: -3.96997 -7.19163 0.26060
H: -0.57282 -4.29728 -3.48860
H: 0.49186 -3.61763 -2.19066
H: -1.21859 -3.14027 -2.30463
C: 0.14658 5.14047 -0.04159
O: 1.12930 4.96019 -1.03793
H: -0.33040 4.18648 0.09504
H: 0.59724 5.51320 0.83556
H: -0.62341 5.84565 -0.44789
H: 1.84167 4.45220 -0.62981
C: -2.85237 3.76941 -1.30374
O: -2.63382 2.57605 -0.56352
H: -3.44645 4.52751 -0.84041
H: -1.96608 4.29954 -1.59699
H: -3.25975 3.44158 -2.19597
H: -2.31306 2.02235 -1.21171
C: -4.78295 -1.20802 -2.50182
O: -4.33690 -0.65931 -3.79417
H: -3.86210 -1.18049 -1.88030
H: -5.65127 -0.60193 -2.18075
H: -5.09123 -2.24630 -2.65558
H: -5.04941 -0.73597 -4.48778
C: -1.43521 1.40141 -4.23032
O: -2.60411 1.25592 -3.39379
H: -1.59538 1.24608 -5.30285
H: -0.96115 2.35073 -4.05289
H: -0.71031 0.65604 -3.90791
H: -3.24070 0.53770 -3.57052
C: 3.19094 -5.13845 -1.47180
O: 2.65273 -6.39879 -1.77469
H: 2.60493 -4.58104 -0.67511
H: 4.16933 -5.09818 -0.98570
H: 3.20602 -4.48089 -2.38634
H: 1.70670 -6.30199 -1.66870
C: 0.10045 -0.29253 -1.01999
O: -0.28905 -0.17464 0.33319
H: 1.14055 -0.56112 -1.17073
H: -0.49019 -0.97305 -1.59447
H: -0.12862 0.63459 -1.48389
H: -1.24074 -0.41413 0.35004

Results
Highest occupied orbital energy in eV: -9.76
SMILES: COC(=O)OC.COC(=O)OC.COC(=O)OC.COC(=O)OC.COC(=O)OC.COC(=O)OC.CO.CO.CO.CO.CO.CO
E_LUMO in eV: 0.452
Max |F| in hartree/bohr: 0.073

Here are the Mulliken charges for atoms 1 to 6, given in e: C -0.765; O -0.318; C 0.997; O -0.764; O -0.381; C -0.716


Record 4
Computed, not measured: a structure of composition C21H47MgNO7S2Si, with ωB97M-V with the def2-TZVPD basis set.

Cartesian coordinates (Å):
C: -2.42428 -2.71362 0.91812
C: -1.80542 -2.91008 2.39041
S: -2.68144 -1.91667 3.72091
C: -1.28567 -1.43754 4.90151
Si: -0.89033 0.44042 4.87043
C: 0.56221 0.90036 3.65925
C: 0.41855 -0.09254 2.38621
C: 0.80340 0.59935 0.96406
C: 2.30209 0.27762 0.45911
C: 2.34914 -0.42093 -1.01931
C: 3.45812 0.31480 -1.96621
C: 3.20641 -0.17303 -3.49212
O: 3.13578 0.96529 -4.40868
C: 1.91349 0.93180 -5.19996
N: -0.37873 0.97926 6.55453
C: -1.32948 1.76223 7.04551
O: -1.88184 2.78043 7.53867
H: -1.95361 -3.53610 0.24110
H: -3.56668 -2.91459 0.88691
H: -2.16357 -1.71273 0.41495
H: -0.66527 -2.69285 2.35374
H: -1.90790 -4.02031 2.68293
H: -1.70589 -1.68046 5.95949
H: -0.35643 -2.11914 4.76194
H: -2.08522 1.19427 4.50084
H: 0.52146 2.01032 3.35692
H: 1.53532 0.61654 4.22386
H: 1.01860 -1.04508 2.61352
H: -0.71626 -0.34724 2.30296
H: 0.52803 1.71568 0.98212
H: 0.08596 0.11145 0.18718
H: 2.96627 1.21942 0.39378
H: 2.77457 -0.44059 1.24134
H: 1.32780 -0.44976 -1.53979
H: 2.70037 -1.52592 -0.93252
H: 4.53364 0.02425 -1.66135
H: 3.33131 1.44902 -1.81354
H: 4.14644 -0.77649 -3.81690
H: 2.24642 -0.83001 -3.52379
H: 1.51342 -0.12129 -5.41980
H: 1.07566 1.52073 -4.64415
H: 2.15816 1.48584 -6.19323
C: 1.42022 -0.19803 -10.24451
C: 2.15034 -0.37133 -8.92766
O: 1.32513 -1.06310 -7.99678
H: 0.49028 0.35840 -10.09760
H: 2.04083 0.33672 -10.96749
H: 1.14697 -1.16988 -10.66631
H: 2.40199 0.60154 -8.49940
H: 3.07632 -0.93794 -9.06556
H: 1.11439 -1.92645 -8.37974
O: -2.49304 2.07167 -4.95511
S: -3.55503 1.57862 -5.79742
O: -4.22609 0.33400 -5.52497
O: -3.04907 1.57273 -7.33461
C: -1.83578 0.89363 -7.65050
C: -2.04009 -0.60755 -7.72364
C: -4.77640 2.84979 -5.97337
H: -1.04891 1.15119 -6.93485
H: -1.51362 1.25887 -8.62882
H: -2.26750 -1.02129 -6.73799
H: -1.14086 -1.10050 -8.09759
H: -2.88015 -0.85370 -8.37853
H: -4.27953 3.78264 -6.23817
H: -5.29094 2.95663 -5.01770
H: -5.48530 2.55295 -6.74642
C: 0.30559 -0.32392 11.93283
C: 0.03819 0.74583 10.90064
C: 1.03488 0.38769 9.81328
O: 1.21267 -1.02242 9.85629
C: 0.61291 -1.52598 11.06476
H: -0.52770 -0.49300 12.61609
H: 1.18600 -0.05614 12.52618
H: -0.98348 0.64656 10.51846
H: 0.16396 1.76377 11.27829
H: 2.01426 0.85555 9.99952
H: 0.68821 0.68200 8.81214
H: -0.30125 -2.05949 10.78725
H: 1.29364 -2.22944 11.54719
Mg: 1.16338 2.15728 8.05084

Results
Highest occupied orbital energy in eV: -12.03
Charge: +2
E_LUMO in eV: -10.870
Max |F| in hartree/bohr: 0.153

Here are the Mulliken charges for atoms 1 to 6, given in e: C -0.914; C -0.307; S -0.032; C -0.680; Si -0.053; C -0.554


Look up the E_LUMO of the first one.
2.057 eV


What is the max |F| in the second record?
0.018 hartree/bohr


What is the E_LUMO in the fourth record?
-10.870 eV